{"formula": "C37H33AgBrN2P2", "method": "ωB97M-V with the def2-TZVPD basis set", "species": ["Ag", "C", "N", "C", "P", "C", "C", "C", "C", "C", "C", "C", "C", "C", "C", "C", "C", "C", "C", "C", "C", "C", "C", "P", "C", "C", "C", "C", "C", "C", "C", "C", "C", "C", "C", "C", "H", "H", "H", "H", "H", "H", "H", "H", "H", "H", "H", "H", "H", "H", "H", "H", "H", "H", "H", "H", "H", "H", "H", "H", "H", "H", "H", "H", "H", "Br", "C", "C", "C", "C", "C", "N", "H", "H", "H", "H"], "xyz": [[-0.7490, 1.4448, 0.2715], [1.7552, -0.5643, -1.2617], [0.9256, -1.5249, -0.5454], [-0.4539, -1.6396, -1.0175], [-1.6022, -0.8788, 0.2274], [-3.2545, -1.1325, -0.4758], [-4.2785, -1.8038, 0.1830], [-5.5363, -1.9029, -0.3989], [-5.7806, -1.3399, -1.6406], [-4.7636, -0.6622, -2.3023], [-3.5131, -0.5518, -1.7201], [-1.4550, -1.9918, 1.6360], [-1.0747, -1.4679, 2.8673], [-0.8903, -2.3108, 3.9567], [-1.0890, -3.6749, 3.8174], [-1.4737, -4.2025, 2.5900], [-1.6555, -3.3661, 1.5028], [1.5746, -2.7898, -0.3122], [1.7365, -3.2505, 0.9861], [2.3696, -4.4656, 1.2174], [2.8417, -5.2181, 0.1543], [2.6743, -4.7626, -1.1475], [2.0401, -3.5541, -1.3800], [1.5195, 1.1684, -0.6309], [2.7733, 1.3471, 0.6649], [3.3179, 2.5995, 0.9464], [4.2089, 2.7489, 1.9968], [4.5597, 1.6559, 2.7782], [4.0160, 0.4102, 2.5045], [3.1213, 0.2537, 1.4554], [2.1093, 2.1968, -1.9976], [3.3861, 2.0194, -2.5331], [3.8110, 2.7996, -3.5945], [2.9674, 3.7685, -4.1267], [1.7004, 3.9528, -3.5979], [1.2716, 3.1674, -2.5360], [1.5465, -0.5457, -2.3417], [2.8044, -0.8411, -1.1495], [-0.7170, -2.6881, -1.1794], [-0.5942, -1.1317, -1.9784], [-4.1030, -2.2520, 1.1523], [-6.3252, -2.4271, 0.1242], [-6.7593, -1.4273, -2.0928], [-4.9473, -0.2204, -3.2731], [-2.7338, -0.0057, -2.2438], [-0.9120, -0.4018, 2.9791], [-0.5931, -1.8937, 4.9098], [-0.9477, -4.3311, 4.6660], [-1.6256, -5.2683, 2.4821], [-1.9486, -3.7894, 0.5493], [1.3522, -2.6606, 1.8103], [2.4935, -4.8214, 2.2320], [3.3423, -6.1597, 0.3372], [3.0365, -5.3524, -1.9791], [1.9012, -3.1951, -2.3942], [3.0578, 3.4588, 0.3401], [4.6340, 3.7227, 2.2014], [5.2576, 1.7743, 3.5962], [4.2889, -0.4469, 3.1064], [2.7017, -0.7253, 1.2548], [4.0577, 1.2795, -2.1130], [4.8007, 2.6581, -4.0079], [3.3032, 4.3811, -4.9527], [1.0444, 4.7101, -4.0063], [0.2815, 3.3155, -2.1180], [-0.5961, 3.7134, 2.3796], [-2.0586, 4.0823, 1.2385], [-2.9048, 5.1453, 1.5038], [-3.9688, 5.3466, 0.6423], [-4.1445, 4.4860, -0.4328], [-3.2393, 3.4587, -0.6078], [-2.2013, 3.2622, 0.2107], [-2.7327, 5.7843, 2.3570], [-4.6570, 6.1638, 0.8088], [-4.9687, 4.6066, -1.1203], [-3.3353, 2.7581, -1.4280]], "forces_ev_per_a": [[0.0, -0.1, -0.2], [-0.1, 0.1, -0.1], [0.0, -0.1, 0.1], [0.0, -0.1, 0.0], [0.1, 0.3, 0.0], [0.0, 0.0, -0.1], [0.0, 0.0, 0.0], [0.0, 0.0, 0.0], [0.0, 0.0, 0.0], [-0.1, 0.0, 0.0], [0.0, 0.0, 0.0], [0.0, 0.0, 0.1], [0.0, -0.1, 0.0], [0.0, 0.1, 0.0], [0.0, 0.0, 0.0], [0.0, 0.0, 0.0], [0.0, 0.0, 0.1], [0.0, -0.1, 0.0], [-0.1, 0.0, 0.0], [0.0, 0.0, 0.0], [0.0, 0.0, 0.0], [0.0, 0.0, 0.0], [0.0, 0.1, 0.0], [-0.1, 0.0, -0.1], [0.0, -0.1, 0.1], [0.0, 0.0, 0.0], [0.0, 0.0, 0.0], [0.0, 0.0, 0.0], [0.0, 0.0, 0.0], [0.0, 0.0, 0.0], [0.1, 0.0, 0.0], [0.0, 0.0, 0.0], [0.0, 0.0, 0.0], [0.0, 0.0, 0.0], [0.0, 0.0, 0.0], [0.0, 0.0, 0.0], [0.0, 0.0, 0.0], [0.0, 0.0, 0.1], [0.0, 0.0, 0.0], [0.0, 0.0, 0.0], [0.0, 0.0, 0.0], [0.0, 0.0, 0.0], [0.0, 0.0, 0.0], [0.0, 0.0, 0.0], [0.0, 0.0, 0.0], [0.0, 0.0, 0.0], [0.0, 0.0, 0.0], [0.0, 0.0, 0.0], [0.0, 0.0, 0.0], [0.0, 0.0, 0.0], [0.0, 0.0, 0.0], [0.0, 0.0, 0.0], [0.0, 0.0, 0.0], [0.0, 0.0, 0.0], [0.0, 0.0, 0.0], [0.0, 0.0, 0.0], [0.0, 0.0, 0.0], [0.0, 0.0, 0.0], [0.0, 0.0, 0.0], [0.0, 0.0, 0.0], [0.0, 0.0, 0.0], [0.0, 0.0, 0.0], [0.0, 0.0, 0.0], [0.0, 0.0, 0.0], [0.0, 0.0, 0.0], [0.0, 0.0, 0.0], [-0.1, 0.1, 0.0], [0.1, 0.0, 0.1], [0.0, -0.1, -0.1], [0.0, 0.0, 0.0], [-0.1, 0.0, -0.1], [0.1, -0.1, 0.2], [0.0, 0.0, 0.0], [0.0, 0.0, 0.0], [0.0, 0.0, 0.0], [0.0, 0.0, 0.0]], "mulliken_charge": [-0.2439, -1.9792, 1.4500, -1.3223, 0.9941, 0.8176, -0.4793, -0.6817, -0.4890, -0.7711, -0.5584, 0.1880, -0.6192, -0.5415, -0.5386, -0.9022, 0.1618, -0.8889, 0.2544, -1.2715, -0.5493, -0.8535, 0.0361, 1.0227, 0.4168, -0.5546, -0.6696, -0.5417, -0.6205, -0.1391, 0.3767, -0.2382, -0.7729, -0.4725, -0.5877, -0.3229, 0.5380, 0.7035, 0.6381, 0.5809, 0.3738, 0.4182, 0.3953, 0.4203, 0.3662, 0.3736, 0.4431, 0.4191, 0.4498, 0.4333, 0.6528, 0.4404, 0.4226, 0.4218, 0.4321, 0.4341, 0.4347, 0.4058, 0.4665, 0.1339, 0.3541, 0.4206, 0.3937, 0.4179, 0.3301, -0.1422, 0.4620, -0.6848, -0.1966, -0.6758, -0.3308, 0.0999, 0.4270, 0.3977, 0.4245, 0.3958], "multiplicity": 1, "charge": 1}

{"formula": "C37H33CrFN6O4P2S", "method": "ωB97M-V with the def2-TZVPD basis set", "species": ["Cr", "C", "N", "C", "C", "N", "C", "P", "C", "N", "C", "C", "N", "C", "C", "N", "C", "C", "N", "C", "H", "H", "H", "H", "H", "H", "H", "H", "H", "H", "H", "H", "H", "H", "H", "O", "S", "O", "O", "C", "C", "C", "C", "C", "C", "P", "C", "C", "C", "C", "C", "C", "C", "C", "C", "C", "C", "C", "H", "H", "H", "H", "H", "H", "H", "H", "H", "H", "H", "H", "H", "H", "O", "C", "F", "C", "C", "C", "C", "C", "C", "H", "H", "H", "H"], "xyz": [[0.2496, -0.0049, 0.9890], [1.9102, 3.2285, -3.1013], [2.0241, 2.2568, -2.0476], [2.9451, 1.2304, -1.9622], [2.6182, 0.4870, -0.8805], [1.4883, 1.0098, -0.2677], [1.1143, 2.0993, -1.0107], [0.0879, 3.4177, -0.3945], [-1.3923, 2.3740, -0.0253], [-1.3912, 1.1315, 0.4377], [-2.6992, 0.7006, 0.4744], [-3.5007, 1.6986, 0.0247], [-2.6669, 2.7503, -0.2912], [-3.1028, 4.0629, -0.7411], [0.6032, 3.5016, 1.3675], [0.5864, 2.4729, 2.2027], [1.3312, 2.8505, 3.2900], [1.8126, 4.1142, 3.1108], [1.3562, 4.5215, 1.8822], [1.6560, 5.7812, 1.2291], [2.8384, 3.2529, -3.6685], [1.7306, 4.2193, -2.6762], [1.0831, 2.9924, -3.7779], [3.7513, 1.1265, -2.6706], [3.1154, -0.3891, -0.5003], [-2.9605, -0.2796, 0.8351], [-4.5698, 1.7576, -0.0935], [-4.1022, 3.9741, -1.1610], [-2.4244, 4.4340, -1.5047], [-3.1271, 4.7733, 0.0840], [1.4796, 2.1927, 4.1328], [2.4149, 4.7509, 3.7386], [2.0156, 6.4902, 1.9706], [0.7606, 6.1842, 0.7614], [2.4199, 5.6532, 0.4608], [0.6731, -2.1942, 3.0204], [1.0623, -2.8072, 1.6429], [1.8498, -3.9717, 1.8677], [1.6545, -1.7083, 0.8756], [-0.4550, -3.3451, 0.8821], [-1.1696, -4.2366, 1.6716], [-2.3527, -4.7732, 1.2006], [-2.8040, -4.4198, -0.0592], [-2.0736, -3.5426, -0.8479], [-0.8766, -2.9799, -0.4066], [0.0484, -1.7540, -1.4417], [1.3601, -2.8360, -2.1448], [1.6722, -4.1114, -1.6868], [2.7383, -4.8188, -2.2335], [3.5003, -4.2653, -3.2485], [3.1968, -2.9914, -3.7157], [2.1452, -2.2819, -3.1599], [-1.0505, -1.5294, -2.8943], [-1.8648, -0.3960, -2.8748], [-2.7174, -0.1156, -3.9335], [-2.7505, -0.9561, -5.0374], [-1.9330, -2.0784, -5.0745], [-1.0896, -2.3653, -4.0091], [-0.8001, -4.4884, 2.6580], [-2.9197, -5.4616, 1.8149], [-3.7299, -4.8343, -0.4391], [-2.4412, -3.2838, -1.8321], [1.0902, -4.5749, -0.8997], [2.9677, -5.8078, -1.8563], [4.3301, -4.8186, -3.6705], [3.7879, -2.5467, -4.5073], [1.9243, -1.2805, -3.5144], [-1.8167, 0.2730, -2.0235], [-3.3469, 0.7660, -3.9037], [-3.4060, -0.7333, -5.8704], [-1.9515, -2.7348, -5.9360], [-0.4607, -3.2471, -4.0454], [-1.0970, -0.9697, 2.0839], [-0.0393, -0.8709, 2.8379], [-0.0478, 2.0579, 7.5914], [-0.0390, 1.3395, 6.4468], [1.0247, 0.4967, 6.1960], [1.0307, -0.2329, 5.0165], [-0.0197, -0.1197, 4.1046], [-1.0741, 0.7443, 4.3894], [-1.0878, 1.4807, 5.5629], [1.8284, 0.4189, 6.9166], [1.8508, -0.9052, 4.7994], [-1.8806, 0.8334, 3.6730], [-1.8966, 2.1610, 5.7977]], "forces_ev_per_a": [[0.2, 0.2, 0.2], [0.0, 0.0, 0.1], [0.0, 0.0, 0.0], [0.0, 0.1, 0.0], [-0.2, 0.1, 0.1], [0.3, -0.1, -0.3], [0.2, 0.1, 0.1], [-0.1, -0.2, 0.0], [-0.1, 0.0, -0.1], [-0.3, 0.0, -0.2], [0.1, 0.1, 0.1], [0.0, 0.1, 0.0], [-0.1, 0.1, 0.0], [0.0, -0.1, 0.0], [0.1, 0.1, 0.0], [0.0, 0.0, 0.1], [0.0, 0.0, 0.0], [0.0, 0.0, -0.1], [-0.1, 0.1, 0.0], [0.0, -0.1, 0.0], [0.0, 0.0, 0.0], [0.0, 0.0, 0.0], [0.0, 0.0, 0.0], [0.0, 0.0, 0.0], [0.0, 0.0, 0.0], [0.0, 0.0, 0.0], [0.1, 0.0, 0.0], [0.0, 0.0, 0.0], [0.0, 0.0, 0.0], [0.0, 0.0, 0.0], [0.0, 0.1, -0.1], [0.0, 0.0, -0.1], [0.0, 0.0, 0.0], [0.0, 0.0, 0.0], [0.0, 0.0, 0.0], [-0.2, -0.2, -0.2], [0.3, 0.0, 0.1], [0.1, 0.1, 0.1], [-0.4, -0.2, 0.0], [0.0, 0.0, -0.1], [0.0, 0.1, 0.0], [-0.1, -0.1, 0.1], [0.0, 0.0, -0.1], [0.0, 0.0, 0.0], [0.1, 0.0, 0.1], [-0.1, -0.4, -0.2], [0.1, 0.2, 0.0], [-0.1, 0.0, 0.0], [0.0, 0.0, 0.0], [0.0, 0.0, 0.0], [0.0, 0.0, 0.0], [0.0, 0.0, 0.0], [0.0, 0.0, 0.1], [0.0, 0.0, 0.0], [0.0, 0.0, 0.0], [0.0, 0.0, 0.0], [0.0, 0.0, 0.0], [-0.1, -0.1, 0.0], [0.0, 0.0, 0.0], [0.0, 0.0, 0.0], [0.0, 0.0, 0.0], [0.0, 0.0, 0.0], [0.0, 0.0, 0.0], [0.0, 0.0, 0.0], [0.0, 0.0, 0.0], [0.0, 0.0, 0.0], [0.0, 0.0, 0.0], [0.0, 0.0, 0.0], [0.0, 0.0, 0.0], [0.0, 0.0, 0.0], [0.0, 0.0, 0.0], [0.0, 0.0, 0.0], [0.2, 0.0, 0.3], [-0.1, 0.4, -0.2], [0.0, 0.0, 0.0], [0.0, 0.0, 0.0], [0.1, 0.0, 0.0], [0.0, -0.1, 0.0], [0.0, -0.4, 0.2], [-0.1, 0.0, 0.0], [-0.1, 0.0, 0.0], [0.0, 0.0, 0.0], [0.0, 0.0, 0.0], [0.0, 0.0, 0.0], [0.0, 0.0, 0.0]], "lowdin_spin": [3.3433, 0.0183, 0.1391, 0.0285, 0.0273, 0.1349, 0.1803, 0.1765, 0.0496, 0.0118, 0.0075, 0.0026, 0.0131, 0.0049, 0.0569, 0.0434, 0.0108, 0.0094, 0.0273, 0.0057, 0.0001, 0.0072, 0.0085, 0.0039, 0.0015, 0.0005, 0.0004, 0.0004, 0.0033, 0.0008, 0.0005, 0.0011, 0.0000, 0.0012, 0.0031, -0.0303, -0.0010, 0.0004, 0.0131, 0.0007, -0.0001, -0.0003, 0.0006, -0.0005, 0.0011, 0.0287, 0.0067, 0.0029, 0.0003, 0.0024, 0.0002, 0.0043, 0.0046, 0.0030, 0.0011, 0.0008, 0.0005, 0.0017, -0.0003, 0.0000, 0.0000, 0.0000, 0.0001, 0.0000, 0.0002, 0.0000, 0.0019, 0.0013, 0.0002, 0.0001, 0.0001, 0.0001, -0.0863, -0.2027, -0.0067, -0.0216, 0.0046, -0.0230, -0.0101, -0.0240, 0.0038, 0.0008, -0.0013, -0.0022, 0.0007], "multiplicity": 5, "s_squared": 6.32}

{"formula": "C37H33GeKO2P2", "method": "ωB97M-V with the def2-TZVPD basis set", "species": ["K", "O", "P", "C", "P", "O", "C", "C", "C", "C", "C", "C", "C", "C", "C", "C", "C", "C", "C", "C", "C", "C", "C", "C", "C", "C", "C", "C", "C", "C", "H", "H", "H", "H", "H", "H", "H", "H", "H", "H", "H", "H", "H", "H", "H", "H", "H", "H", "H", "H", "H", "H", "Ge", "C", "C", "C", "C", "C", "C", "C", "C", "C", "C", "C", "C", "H", "H", "H", "H", "H", "H", "H", "H", "H", "H", "H"], "xyz": [[-0.7992, 0.3531, 0.4882], [-0.2553, 1.3862, -1.3247], [0.8635, 0.7672, -2.1221], [0.5928, -1.0307, -2.3618], [0.7391, -2.1430, -0.9112], [-0.0915, -1.6597, 0.2541], [2.4763, -2.2941, -0.5260], [3.4391, -2.5033, -1.5170], [4.7652, -2.6923, -1.1650], [5.1351, -2.6800, 0.1755], [4.1827, -2.4753, 1.1641], [2.8515, -2.2836, 0.8162], [0.1770, -3.7200, -1.5498], [-1.1691, -3.8278, -1.9190], [-1.6569, -5.0181, -2.4301], [-0.8064, -6.1104, -2.5709], [0.5257, -6.0120, -2.2025], [1.0220, -4.8185, -1.6921], [2.4389, 0.9975, -1.3019], [3.6290, 0.9292, -2.0256], [4.8425, 1.1337, -1.3863], [4.8726, 1.4118, -0.0258], [3.6922, 1.4860, 0.7025], [2.4771, 1.2819, 0.0668], [1.0130, 1.4493, -3.7692], [0.7971, 0.7215, -4.9378], [0.8763, 1.3534, -6.1730], [1.1685, 2.7069, -6.2428], [1.3842, 3.4398, -5.0809], [1.3057, 2.8165, -3.8477], [1.2977, -1.3939, -3.1137], [-0.4189, -1.1363, -2.7590], [3.1578, -2.5329, -2.5647], [5.5102, -2.8581, -1.9327], [6.1709, -2.8400, 0.4490], [4.4748, -2.4767, 2.2065], [2.0976, -2.1384, 1.5796], [-1.8372, -2.9825, -1.7994], [-2.6955, -5.0980, -2.7233], [-1.1893, -7.0431, -2.9661], [1.1831, -6.8648, -2.3129], [2.0621, -4.7491, -1.4026], [3.6052, 0.7320, -3.0918], [5.7649, 1.0898, -1.9512], [5.8211, 1.5816, 0.4689], [3.7225, 1.7086, 1.7611], [1.5574, 1.3658, 0.6336], [0.5660, -0.3354, -4.9052], [0.7129, 0.7860, -7.0797], [1.2273, 3.1956, -7.2075], [1.6175, 4.4950, -5.1405], [1.4744, 3.3861, -2.9407], [-3.4736, 1.5699, 3.1852], [-3.2552, 0.6153, 4.7548], [-3.5917, -0.7446, 4.6630], [-3.7211, -1.4880, 5.8247], [-3.4951, -0.8856, 7.0560], [-3.1183, 0.4547, 7.1453], [-3.0014, 1.2147, 5.9995], [-3.9934, 3.3091, 2.8299], [-3.8582, 4.3617, 3.7504], [-4.4985, 5.5579, 3.4988], [-5.2750, 5.7030, 2.3490], [-5.3900, 4.6723, 1.4246], [-4.7402, 3.4705, 1.6521], [-3.7064, 0.6476, 1.9886], [-3.7563, -1.2155, 3.7021], [-3.9914, -2.5338, 5.7708], [-3.6128, -1.4659, 7.9627], [-2.9215, 0.8998, 8.1116], [-2.7157, 2.2551, 6.0712], [-3.2613, 4.2492, 4.6447], [-4.4001, 6.3806, 4.1945], [-5.7964, 6.6359, 2.1742], [-5.9786, 4.8081, 0.5275], [-4.8192, 2.6707, 0.9269]], "forces_ev_per_a": [[-2.1, 1.3, 2.9], [0.9, 0.7, -2.0], [-0.2, 0.1, -0.4], [0.2, 0.2, 0.3], [-0.2, -0.2, 0.0], [1.2, -2.2, -0.7], [0.1, 0.0, 0.1], [0.0, 0.0, 0.0], [0.0, 0.0, 0.0], [0.0, 0.0, 0.0], [0.0, 0.0, 0.0], [0.1, 0.0, -0.1], [-0.1, -0.1, -0.1], [0.1, -0.1, 0.0], [0.0, 0.0, 0.0], [0.0, 0.0, 0.0], [0.0, 0.0, 0.0], [-0.1, 0.0, 0.0], [0.1, 0.1, 0.1], [0.0, 0.0, 0.1], [0.0, 0.0, 0.0], [0.0, 0.0, 0.0], [0.0, 0.0, 0.0], [0.1, 0.0, -0.2], [0.0, 0.1, -0.1], [0.0, 0.1, 0.0], [0.0, 0.0, 0.1], [0.0, 0.0, 0.0], [0.0, 0.0, 0.0], [0.0, -0.1, 0.0], [-0.1, 0.0, 0.0], [0.0, -0.1, -0.1], [0.0, 0.0, 0.0], [0.0, 0.0, 0.0], [0.0, 0.0, 0.0], [0.0, 0.0, 0.0], [0.0, 0.0, 0.0], [0.0, 0.0, 0.0], [0.0, 0.0, 0.0], [0.0, 0.0, 0.0], [0.0, 0.0, 0.0], [0.0, 0.0, 0.0], [0.0, 0.0, 0.0], [0.0, 0.0, 0.0], [0.0, 0.0, 0.0], [0.0, 0.0, 0.0], [0.1, 0.1, 0.0], [0.0, 0.0, 0.0], [0.0, 0.0, 0.0], [0.0, 0.0, 0.0], [0.0, 0.0, 0.0], [0.0, 0.0, 0.0], [-0.6, -0.3, -0.2], [0.2, 0.0, 0.3], [0.1, 0.0, 0.2], [0.0, 0.0, 0.0], [0.0, 0.0, 0.0], [0.0, 0.0, 0.0], [-0.1, -0.2, 0.1], [0.2, 0.3, 0.1], [-0.1, 0.1, -0.1], [0.0, 0.0, 0.0], [0.0, 0.0, 0.0], [0.0, 0.0, 0.0], [0.0, 0.3, 0.0], [0.1, -0.1, -0.1], [0.0, 0.0, 0.0], [0.0, 0.0, 0.0], [0.0, 0.0, 0.0], [0.0, 0.0, 0.0], [0.0, 0.0, 0.0], [0.0, 0.0, 0.0], [0.0, 0.0, 0.0], [0.0, 0.0, 0.0], [0.0, 0.0, 0.0], [0.0, 0.0, 0.0]], "mulliken_charge": [1.2472, -1.0094, 1.2307, -1.5030, 1.4567, -1.0741, 0.6877, -0.1066, -0.9172, -0.5312, -0.6962, -0.6214, 0.5841, -0.5527, -0.7408, -0.4772, -0.7705, -0.2189, 0.4196, -0.2204, -0.8406, -0.4888, -0.7903, 0.0085, 0.3019, -0.2042, -0.8092, -0.4173, -0.7552, -0.4250, 0.4472, 0.6822, 0.4157, 0.4690, 0.4432, 0.4415, 0.4188, 0.3511, 0.4039, 0.3964, 0.4215, 0.3733, 0.4945, 0.4607, 0.4476, 0.4315, 0.1661, 0.3668, 0.4094, 0.4084, 0.4041, 0.3997, 0.6627, 0.7254, -0.3058, -0.6676, -0.3955, -0.6829, -0.2929, 0.7096, -0.2651, -0.6904, -0.3933, -0.6656, -0.3010, -0.0188, 0.2953, 0.3939, 0.4067, 0.4140, 0.2740, 0.2764, 0.4137, 0.4057, 0.3959, 0.2863], "multiplicity": 1, "charge": 2}

Respective relative energy (zero: lowest compared OMol25 entry of this formula, charge and spin) values: 0.0000, 1.3283, 1.3799 eV.